DFT (wB97M-V/def2-TZVPD) results for C22H30N4O2 in the gas phase.

Each line ends with the Löwdin charge.
Geometry (Å):
C 5.3038 -1.2799 1.9445  -0.114
C 3.9510 -1.4879 1.2768  -0.245
C 4.1077 -2.2091 -0.0712  -0.216
N 2.9001 -2.3883 -0.8541  -0.186
C 1.8909 -3.2423 -0.2514  -0.224
H 1.5215 -2.8389 0.7084  0.122
C 2.3695 -4.6794 -0.0516  -0.249
C 1.2027 -5.6079 0.2632  -0.115
H 0.6838 -5.2772 1.1608  0.072
H 0.4894 -5.6213 -0.5579  0.070
H 1.5567 -6.6229 0.4266  0.068
H 3.0892 -4.7264 0.7669  0.100
H 2.8703 -5.0076 -0.9637  0.115
H 1.0416 -3.2633 -0.9393  0.113
C 2.3343 -1.1473 -1.3579  -0.209
H 3.1076 -0.3770 -1.3611  0.125
C 1.8340 -1.3238 -2.7950  -0.157
H 2.6679 -1.6480 -3.4171  0.116
H 1.0692 -2.1018 -2.8322  0.104
C 1.2616 -0.0220 -3.3565  -0.179
N 0.0607 0.3813 -2.6644  0.068
C 0.0207 1.4419 -1.8253  -0.424
O 0.9959 2.1575 -1.6437  0.040
C -1.2994 1.6465 -1.1981  -0.112
C -2.5009 1.0858 -1.5840  0.059
C -3.4826 1.5806 -0.7150  -0.073
C -2.8498 2.4398 0.1955  -0.093
N -1.5283 2.4736 -0.1199  -0.009
C -0.5050 3.2335 0.5493  -0.004
H -0.7528 4.2958 0.5334  0.102
H -0.3887 2.8952 1.5809  0.102
H 0.4337 3.0903 0.0164  0.076
C -3.5990 3.1014 1.2291  -0.065
C -3.0977 3.9591 2.2152  -0.027
C -3.9268 4.5387 3.1511  -0.090
C -5.2912 4.2808 3.1370  -0.083
C -5.8155 3.4360 2.1845  -0.022
C -4.9906 2.8387 1.2307  -0.174
N -5.5540 1.9957 0.3044  0.158
C -4.9014 1.3095 -0.6997  -0.425
O -5.5148 0.5761 -1.4511  0.066
H -6.5546 1.8466 0.3564  0.160
H -6.8749 3.2235 2.1658  0.112
H -5.9387 4.7368 3.8701  0.104
H -3.5103 5.1963 3.8987  0.102
H -2.0464 4.1790 2.2604  0.084
H -2.6981 0.4242 -2.4032  0.119
H -0.7353 -0.2312 -2.7263  0.130
H 1.9802 0.7915 -3.2347  0.119
H 1.0336 -0.1424 -4.4206  0.120
H 1.5110 -0.7853 -0.7220  0.122
H 4.8098 -1.6461 -0.6937  0.122
H 4.5457 -3.1952 0.0984  0.110
H 3.4694 -0.5208 1.1166  0.105
H 3.3113 -2.0775 1.9364  0.101
H 5.9508 -0.6728 1.3149  0.071
H 5.1864 -0.7767 2.9017  0.068
H 5.7948 -2.2355 2.1169  0.071

Orbital gap ... 8.48 eV
Total energy ... -33358.1014 eV
Lowest unoccupied orbital energy ... 0.5 eV
SMILES ... CCCN(CCC)CCCNC(=O)c1cc2c(=O)[nH]c3ccccc3c2n1C
Maximum force ... 0.9 eV/A
Relative energy (zero: lowest compared OMol25 entry of this formula, charge and spin) ... 105.7 kJ/mol


DFT (wB97M-V/def2-TZVPD) results for C19H24N2O3 in the gas phase.

Each line ends with the Löwdin charge.
Geometry (Å):
C 1.8355 4.0613 -0.8914  -0.076
H 2.2330 4.4643 -1.8200  0.078
H 2.5218 4.3156 -0.0870  0.076
H 0.8796 4.5413 -0.6919  0.077
C 1.6673 2.5477 -0.9976  -0.369
C 0.7984 2.1858 -2.2108  -0.139
C 0.1145 0.8434 -1.9993  -0.124
N -0.8326 0.9443 -0.9008  -0.025
C -1.9842 0.2624 -0.9781  -0.429
O -2.2416 -0.4985 -1.8946  0.053
C -2.9950 0.4930 0.1568  -0.046
H -3.9313 -0.0062 -0.1119  0.131
O -2.4922 -0.0694 1.3650  -0.014
C -3.1238 -1.1419 1.8637  -0.510
O -4.2054 -1.5160 1.4974  0.116
C -2.3101 -1.8134 2.9477  -0.077
H -2.5378 -1.3231 3.8973  0.130
H -2.6570 -2.8456 3.0146  0.130
C -0.8048 -1.7550 2.6806  -0.133
C -0.4403 -2.1571 1.2850  -0.172
C -1.2241 -2.7336 0.3277  -0.039
N -0.5174 -2.8953 -0.8317  0.106
C 0.7400 -2.4063 -0.6561  -0.221
C 1.8156 -2.3308 -1.5336  -0.034
C 2.9904 -1.7841 -1.0623  -0.103
C 3.1014 -1.3267 0.2542  -0.108
C 2.0407 -1.4001 1.1302  -0.046
C 0.8361 -1.9414 0.6797  -0.132
H 2.1385 -1.0505 2.1480  0.113
H 4.0412 -0.9084 0.5847  0.099
H 3.8444 -1.7078 -1.7191  0.099
H 1.7289 -2.6860 -2.5499  0.112
H -0.9194 -3.1811 -1.7079  0.161
H -2.2467 -3.0540 0.3763  0.134
H -0.2938 -2.4033 3.3997  0.124
H -0.4443 -0.7365 2.8485  0.117
H -3.1729 1.5599 0.3176  0.135
C -0.4735 1.8502 0.1732  -0.132
H -0.9049 2.8435 -0.0131  0.130
C 1.0442 1.9553 0.2766  -0.129
H 1.4429 0.9558 0.4552  0.090
H 1.2984 2.5745 1.1378  0.119
H -0.8718 1.4700 1.1136  0.116
H -0.4490 0.5377 -2.8842  0.127
H 0.8594 0.0699 -1.7842  0.111
H 1.4084 2.1436 -3.1132  0.120
H 0.0352 2.9518 -2.3634  0.121
H 2.6578 2.1008 -1.1288  0.135

Orbital gap ... 8.69 eV
Total energy ... -29216.6368 eV
Lowest unoccupied orbital energy ... 0.8 eV
SMILES ... CC1CCN(C(=O)COC(=O)CCc2c[nH]c3ccccc23)CC1
Maximum force ... 0.6 eV/A
Relative energy (zero: lowest compared OMol25 entry of this formula, charge and spin) ... 100.3 kJ/mol


DFT (wB97M-V/def2-TZVPD) results for C4H7NO in the gas phase.

Each line ends with the Löwdin charge.
Geometry (Å):
C 0.7270 0.5293 -1.4002  -0.068
C -0.2721 -0.1419 -0.4700  -0.381
C 0.3710 -0.8994 0.7106  -0.120
O -0.4487 -0.5420 1.8402  -0.047
C -1.1976 0.4976 1.4048  -0.231
N -1.1634 0.8309 0.1850  0.097
H 0.2052 1.2083 -2.0802  0.077
H 1.2651 -0.2148 -1.9984  0.079
H 1.4585 1.1136 -0.8308  0.079
H -0.9086 -0.8160 -1.0597  0.139
H 1.3926 -0.5510 0.9110  0.122
H 0.3709 -1.9868 0.6139  0.123
H -1.7999 0.9722 2.1739  0.133

Orbital gap ... 10.65 eV
Total energy ... -7798.6293 eV
Lowest unoccupied orbital energy ... 1.0 eV
SMILES ... C[C@H]1COC=N1
Maximum force ... 0.4 eV/A
Relative energy (zero: lowest compared OMol25 entry of this formula, charge and spin) ... 97.9 kJ/mol


DFT (wB97M-V/def2-TZVPD) results for a molecular structure, C21H25FIN4ORhSe2Si.

Each line ends with the Löwdin charge.
Geometry (Å):
Rh -0.9639 0.5762 -0.3890  0.986
Se -4.2489 -0.6748 0.1620  0.846
Se -3.4130 1.3688 -0.6273  0.745
C -2.7700 1.8581 1.1318  -0.623
C -3.3317 2.7289 2.0316  -0.033
C -2.6933 2.8641 3.2626  0.007
C -1.5496 2.1294 3.5267  0.013
C -1.0384 1.2825 2.5543  -0.073
N -1.6493 1.1674 1.3743  -0.137
C -2.8117 -1.7962 -0.4002  -0.612
C -3.1164 -3.1428 -0.5343  -0.078
C -2.1563 -4.0104 -1.0212  0.001
C -0.9281 -3.4998 -1.4130  0.001
C -0.6836 -2.1564 -1.2439  -0.102
N -1.5977 -1.3160 -0.7168  -0.080
H -4.2389 3.2654 1.7943  0.130
H -3.0987 3.5333 4.0083  0.134
H -1.0399 2.2108 4.4753  0.131
H -0.1399 0.7004 2.6908  0.118
H -4.1079 -3.4950 -0.2839  0.118
H -2.3774 -5.0636 -1.1213  0.133
H -0.1551 -4.1295 -1.8268  0.130
H 0.2590 -1.7183 -1.5197  0.109
C 2.9719 1.1077 -1.5026  -0.159
Si 2.0142 1.2413 0.1046  0.416
C 0.8971 2.7856 0.0892  -0.179
C 3.1478 1.2932 1.5788  -0.143
N 0.8178 -0.0137 0.3223  -0.176
C 1.1098 -1.2957 0.8478  -0.324
C 2.2602 -1.9730 0.4441  -0.041
C 2.6214 -3.2098 0.9575  -0.057
C 1.8052 -3.8488 1.8713  -0.058
C 0.6433 -3.2190 2.2802  0.004
C 0.3380 -1.9703 1.7814  -0.220
F -0.8395 -1.3952 2.1980  0.022
H 3.4170 2.0601 -1.7935  0.049
H 2.3441 0.7570 -2.3267  0.019
H 3.7951 0.4005 -1.4034  0.040
H 1.3134 3.5969 -0.5063  0.046
H 0.7758 3.1604 1.1052  0.047
H -0.1440 2.6506 -0.3009  -0.057
H 3.7454 2.2068 1.5574  0.049
H 3.8397 0.4534 1.6122  0.043
H 2.5803 1.2969 2.5108  0.037
H 2.8914 -1.5022 -0.2978  0.103
H 3.5379 -3.6789 0.6269  0.117
H 2.0678 -4.8191 2.2662  0.118
H -0.0246 -3.6725 2.9998  0.129
N -0.1728 0.6571 -4.6121  0.238
C -0.1140 1.1179 -3.3700  -0.596
O -0.4076 0.3563 -2.4258  -0.128
C 0.3656 2.5216 -3.1875  -0.535
I -1.2415 3.8344 -2.6959  0.974
H -0.4914 -0.2851 -4.7817  0.144
H 0.0868 1.2230 -5.4035  0.138
H 0.8187 2.9129 -4.0920  0.068
H 1.0806 2.5670 -2.3686  0.004

Charge ... +2
Orbital gap ... 6.11 eV
Total energy ... -182574.9216 eV
Lowest unoccupied orbital energy ... -7.2 eV
Maximum force ... 1.4 eV/A


Question: The highest maximum force belongs to which entry?
Answer: C21H25FIN4ORhSe2Si